The following is a DFT calculation (the ωB97M-V functional and the def2-TZVPD basis) of C22H23FeNO6 as an isolated structure in a non-equilibrium geometry.

Values from the calculation:
HOMO (spin up / spin down)   -6.15 / -8.31 eV
Total energy   -71341.4429 eV
Maximum force   0.1052 Eh/bohr
Spin multiplicity   5
HOMO-LUMO gap (spin up / spin down)   6.43 / 6.02 eV
LUMO (spin up / spin down)   0.3 / -2.3 eV
<S²>   6.092

Cartesian coordinates (Å):
C1 0.711 -4.984 -2.633
O1 -0.388 -4.040 -2.750
C2 -0.704 -3.202 -1.694
C3 -0.153 -3.211 -0.366
C4 0.259 -1.894 0.251
C5 -0.250 -0.620 -0.421
C6 -1.148 -0.823 -1.499
C7 -1.575 -2.056 -1.996
Fe1 -2.361 -4.113 -0.617
C8 -2.573 -4.232 1.066
O2 -2.885 -4.485 2.158
C9 -2.920 -5.809 -0.720
O3 -3.410 -6.858 -0.831
C10 -3.966 -3.515 -0.703
O4 -5.104 -3.344 -0.471
H1 0.310 -5.924 -3.051
H2 1.511 -4.583 -3.280
H3 1.088 -5.149 -1.604
H4 0.371 -4.090 0.039
H5 -0.058 -1.750 1.309
H6 1.363 -1.883 0.331
H7 -0.570 0.151 0.396
H8 -1.439 0.100 -2.016
H9 -2.238 -2.088 -2.869
C11 -0.394 5.566 -1.703
C12 -0.475 4.147 -2.224
O5 0.324 3.290 -1.370
C13 0.346 2.000 -1.725
C14 1.108 1.056 -0.790
C15 2.205 0.272 -1.450
N1 1.128 1.514 0.440
C16 1.700 1.194 1.563
C17 1.500 1.968 2.786
C18 1.839 1.468 4.071
C19 1.579 2.232 5.208
C20 1.024 3.518 5.094
C21 0.685 4.019 3.823
C22 0.937 3.256 2.674
O6 -0.196 1.570 -2.729
H10 -0.978 6.189 -2.395
H11 -0.827 5.664 -0.695
H12 0.635 5.954 -1.684
H13 -1.520 3.799 -2.193
H14 -0.094 4.094 -3.257
H15 2.281 0.599 -2.498
H16 3.155 0.436 -0.910
H17 1.957 -0.795 -1.444
H18 2.356 0.307 1.641
H19 2.289 0.477 4.154
H20 1.799 1.834 6.199
H21 0.853 4.132 5.985
H22 0.215 5.004 3.722
H23 0.700 3.641 1.674

Results of the Mulliken charge analysis, in e, for atoms 1 through 5: -0.694 -0.394 0.810 -0.966 -0.400